Record 1
ORCA calculation (ωB97M-V/def2-TZVPD) on a molecular structure, C7H18AsBrNOS.

Values from the calculation:
frontier orbital gap	7.35	eV
E_HOMO	-0.162	hartree
charge	-1

Each line ends with the natural charge from an NBO analysis.
Geometry (Å):
C -1.475 2.942 1.994  -0.716
C -1.667 2.491 0.459  0.726
O -2.447 3.224 -0.211  -0.603
N -0.983 1.319 -0.062  -0.518
C -1.732 0.653 -1.163  -0.435
C 0.447 1.582 -0.392  -0.215
C 1.489 0.609 0.358  -0.418
C 2.180 -0.471 -0.596  -0.422
C 1.173 -1.491 -1.303  -0.751
As 0.365 -2.883 -0.085  0.762
S -0.564 -4.457 1.336  -0.535
Br 2.544 -3.867 0.414  -0.544
H -0.423 3.356 2.093  0.226
H -1.725 2.111 2.721  0.236
H -2.199 3.804 2.215  0.230
H -2.809 0.981 -1.272  0.221
H -1.747 -0.465 -0.926  0.232
H -1.203 0.743 -2.179  0.184
H 0.673 2.647 -0.019  0.188
H 0.670 1.601 -1.511  0.202
H 2.338 1.299 0.721  0.188
H 1.053 0.161 1.320  0.231
H 3.015 -1.019 -0.043  0.238
H 2.693 0.115 -1.447  0.181
H 0.353 -0.967 -1.915  0.199
H 1.798 -2.061 -2.086  0.215
H 0.256 -3.913 -1.263  -0.114
H -1.101 -2.451 -0.436  -0.168
H 0.433 -1.938 1.153  -0.131
H -1.404 -3.656 2.125  0.111

Record 2
ORCA calculation (ωB97M-V/def2-TZVPD) on a molecular structure, C43H72BBr2F2N3O10.

Values from the calculation:
frontier orbital gap	7.32	eV
E_HOMO	-0.302	hartree

Each line ends with the Mulliken charge.
Geometry (Å):
C 1.534 0.860 2.041  -0.683
C 2.641 1.183 0.918  -0.489
C 3.091 -0.113 0.040  0.053
F 3.209 -1.322 0.808  -0.352
C 2.139 -0.174 -1.230  0.438
C 2.594 0.641 -2.531  0.578
C 3.960 1.521 -2.566  -1.210
C 5.197 0.663 -3.161  -0.105
N 6.404 1.505 -3.440  -0.640
C 1.740 0.645 -3.852  0.063
C 2.223 1.426 -5.165  -1.170
C 2.878 0.151 -6.133  0.121
C 4.079 0.652 -7.205  -0.659
O 2.581 0.237 -7.616  -0.467
C 0.350 -0.133 -3.943  0.378
N -0.354 -0.015 -5.189  -0.388
C -1.595 -0.731 -5.074  0.311
C -2.497 -0.605 -6.422  -0.743
C -2.672 -2.027 -7.185  0.186
F -2.655 -1.747 -8.623  -0.367
C -2.093 -1.545 -3.839  0.315
C -3.493 -2.361 -3.753  -0.653
Br -5.084 -1.274 -4.236  -0.071
C -3.404 -3.804 -4.533  -0.048
C -3.160 -4.965 -3.402  -1.045
Br -5.153 -4.296 -5.391  -0.107
N -1.325 -1.634 -2.632  -0.307
C -0.100 -0.895 -2.681  -0.307
C 0.778 -0.910 -1.352  0.149
B 0.156 -1.720 -0.076  0.745
O -0.683 -0.967 0.844  -0.574
O 0.311 -3.116 0.201  -0.459
C 1.392 -3.735 -0.550  -0.189
H 0.531 1.323 1.700  0.187
H 1.830 1.462 2.984  0.190
H 1.455 -0.254 2.270  0.177
H 3.571 1.713 1.341  0.421
H 2.174 1.920 0.154  0.242
H 4.172 0.131 -0.301  0.135
H 3.806 2.529 -3.118  0.430
H 4.239 1.839 -1.485  0.232
H 4.879 0.169 -4.158  0.094
H 5.533 -0.154 -2.420  0.276
H 6.108 2.396 -3.860  0.253
H 6.978 1.653 -2.600  0.268
H 3.126 2.100 -5.019  0.251
H 1.370 1.875 -5.775  0.462
H 3.011 -0.929 -5.617  0.383
H 3.937 1.641 -7.751  0.321
H 4.744 -0.218 -7.514  0.265
H -3.500 -0.076 -6.225  0.241
H -1.972 0.070 -7.208  0.344
H -3.727 -2.392 -6.954  -0.026
H -1.841 -2.771 -6.951  0.202
H -3.680 -2.672 -2.652  0.506
H -2.512 -3.877 -5.238  0.236
H -2.515 -4.607 -2.532  0.232
H -4.217 -5.299 -3.086  0.369
H -2.713 -5.867 -3.967  0.331
H -0.736 -1.522 1.661  0.289
H 1.289 -4.875 -0.374  0.208
H 2.431 -3.469 -0.127  0.021
H 1.316 -3.592 -1.685  0.182
C -0.145 4.378 5.330  -0.870
C 0.317 4.212 3.907  0.759
O 0.222 3.142 3.331  -0.517
C 0.900 5.420 3.224  -0.981
H -0.542 3.429 5.695  0.159
H 0.697 4.671 5.962  0.325
H -0.935 5.130 5.379  0.274
H 1.788 5.759 3.762  0.334
H 0.156 6.217 3.180  0.192
H 1.190 5.154 2.204  0.286
C -1.822 9.839 3.896  -1.133
C -1.161 8.917 4.886  0.882
O -0.072 8.421 4.659  -0.548
C -1.899 8.630 6.166  -1.125
H -1.177 9.954 3.022  0.302
H -2.776 9.417 3.574  0.317
H -1.976 10.821 4.349  0.347
H -2.857 8.154 5.945  0.315
H -2.057 9.558 6.720  0.392
H -1.305 7.952 6.783  0.263
C -6.076 0.902 0.074  -1.037
C -7.467 1.280 -0.362  0.815
O -8.062 2.210 0.153  -0.584
C -8.093 0.464 -1.461  -0.790
H -5.752 1.575 0.872  0.310
H -6.072 -0.121 0.456  0.299
H -5.384 0.996 -0.766  0.263
H -8.178 -0.579 -1.146  0.182
H -7.491 0.539 -2.369  0.302
H -9.094 0.848 -1.672  0.219
C 1.200 3.399 9.970  -1.133
C 0.146 2.989 8.976  0.900
O -0.828 3.690 8.761  -0.551
C 0.339 1.678 8.261  -1.148
H 0.930 4.363 10.407  0.311
H 1.267 2.658 10.769  0.339
H 2.165 3.502 9.467  0.307
H 0.367 0.860 8.984  0.408
H 1.265 1.704 7.681  0.302
H -0.497 1.512 7.577  0.281
C 5.120 -5.691 2.230  -0.798
C 4.070 -6.109 1.236  0.794
O 3.097 -5.411 1.012  -0.498
C 4.270 -7.423 0.529  -1.110
H 4.846 -4.725 2.662  0.272
H 5.185 -6.427 3.034  0.343
H 6.085 -5.589 1.730  0.079
H 4.298 -8.236 1.258  0.350
H 5.199 -7.398 -0.045  0.301
H 3.438 -7.595 -0.157  0.276
C -11.214 -1.192 -0.841  -1.103
C -10.555 -2.104 0.159  0.908
O -9.464 -2.600 -0.061  -0.563
C -11.295 -2.379 1.440  -1.126
H -10.567 -1.085 -1.714  0.218
H -12.167 -1.618 -1.162  0.416
H -11.370 -0.206 -0.398  0.319
H -12.252 -2.858 1.221  0.328
H -11.455 -1.445 1.985  0.318
H -10.702 -3.050 2.064  0.306
C 9.740 -4.100 1.247  -1.095
C 8.808 -4.472 0.125  0.857
O 8.005 -5.380 0.244  -0.569
C 8.907 -3.679 -1.151  -1.110
H 9.556 -4.755 2.102  0.288
H 10.776 -4.225 0.927  0.336
H 9.560 -3.067 1.552  0.325
H 9.907 -3.786 -1.578  0.343
H 8.691 -2.627 -0.952  0.319
H 8.177 -4.057 -1.870  0.283

Record 3
ORCA calculation (ωB97M-V/def2-TZVPD) on a single C21H26FN3O4 molecule.

Values from the calculation:
frontier orbital gap	8.35	eV
E_HOMO	-0.285	hartree

Each line ends with the natural charge from an NBO analysis.
Geometry (Å):
C 1.816 1.579 -4.476  -0.612
C 3.177 1.894 -5.085  -0.399
C 3.714 3.248 -4.624  -0.225
N 3.951 3.276 -3.200  -0.613
C 3.350 4.136 -2.364  0.644
O 2.591 5.020 -2.699  -0.625
C 3.740 3.898 -0.895  -0.164
O 3.863 2.525 -0.594  -0.471
C 2.744 1.764 -0.601  0.156
C 1.488 2.219 -0.803  0.052
O 0.394 1.425 -0.777  -0.429
C 0.555 0.114 -0.549  0.369
C -0.743 -0.650 -0.536  -0.279
N -0.751 -1.608 0.552  -0.440
C -1.761 -2.645 0.439  -0.230
C -3.164 -2.141 0.817  -0.235
N -3.182 -1.563 2.144  -0.431
C -3.503 -2.333 3.247  0.091
C -3.602 -3.730 3.207  -0.209
C -3.993 -4.467 4.308  -0.222
C -4.295 -3.847 5.507  -0.232
C -4.218 -2.467 5.581  -0.260
C -3.845 -1.741 4.473  0.354
F -3.839 -0.385 4.599  -0.335
C -2.211 -0.490 2.247  -0.234
C -0.809 -1.000 1.872  -0.240
C 1.764 -0.453 -0.361  -0.349
C 2.993 0.315 -0.391  0.460
O 4.109 -0.156 -0.283  -0.565
H 1.889 1.508 -3.393  0.204
H 1.101 2.361 -4.720  0.207
H 1.440 0.632 -4.855  0.211
H 3.890 1.112 -4.812  0.196
H 3.098 1.910 -6.173  0.208
H 4.649 3.474 -5.149  0.195
H 2.992 4.041 -4.833  0.229
H 4.543 2.556 -2.808  0.409
H 4.732 4.323 -0.718  0.221
H 3.020 4.399 -0.240  0.200
H 1.222 3.244 -1.012  0.223
H -0.827 -1.208 -1.474  0.225
H -1.563 0.085 -0.506  0.189
H -1.466 -3.448 1.122  0.200
H -1.758 -3.040 -0.579  0.202
H -3.462 -1.351 0.117  0.195
H -3.901 -2.940 0.748  0.216
H -3.359 -4.257 2.298  0.202
H -4.051 -5.542 4.227  0.214
H -4.592 -4.422 6.368  0.217
H -4.464 -1.936 6.488  0.229
H -2.517 0.314 1.569  0.189
H -2.183 -0.085 3.255  0.233
H -0.505 -1.766 2.593  0.204
H -0.087 -0.183 1.915  0.209
H 1.829 -1.514 -0.185  0.244

Record 4
ORCA calculation (ωB97M-V/def2-TZVPD) on a molecular structure, C36H24Br5MnN2O2Si.

Values from the calculation:
frontier orbital gap (spin up / spin down)	5.77 / 6.50	eV
E_HOMO (spin up / spin down)	-0.139 / -0.178	hartree
expectation value of S²	8.94
charge	-1
spin multiplicity	6

Each line ends with the Löwdin spin population.
Geometry (Å):
Mn -0.032 0.118 0.274  3.991
Br -3.110 1.337 6.950  0.008
C -2.785 1.022 5.105  0.037
C -1.535 1.295 4.572  -0.002
C -1.304 1.036 3.238  0.032
C -2.291 0.478 2.407  0.010
C -3.555 0.252 2.972  0.035
C -3.797 0.520 4.307  -0.003
N -1.947 0.212 1.091  0.186
C -2.895 0.020 0.158  0.247
C -2.574 -0.153 -1.199  0.086
C -3.572 -0.296 -2.194  0.068
C -3.206 -0.451 -3.504  0.035
C -1.843 -0.469 -3.840  0.114
C -0.919 -0.315 -2.825  0.015
N -1.249 -0.153 -1.548  0.165
H -0.750 1.701 5.195  -0.001
H -0.354 1.297 2.786  0.003
H -4.357 -0.171 2.383  0.004
H -4.772 0.321 4.732  -0.001
H -3.945 0.076 0.422  0.015
H -4.612 -0.279 -1.894  0.001
H -3.959 -0.559 -4.274  0.000
H -1.515 -0.601 -4.860  0.008
H 0.145 -0.325 -3.039  -0.001
Br 5.117 4.806 0.710  0.001
C 4.034 3.317 0.274  0.003
C 4.521 2.328 -0.570  0.001
Br 6.266 2.442 -1.290  0.000
C 3.709 1.230 -0.881  0.003
Br 4.298 -0.164 -2.019  0.000
C 2.428 1.120 -0.369  0.004
O 1.611 0.115 -0.621  0.024
C 1.909 2.143 0.489  0.007
O 0.696 1.974 0.926  0.073
C 2.739 3.219 0.798  0.003
Br 2.044 4.520 1.983  0.001
C 1.876 -5.357 -1.651  -0.004
C 2.390 -4.080 -1.836  0.001
C 2.053 -3.064 -0.955  -0.004
C 1.209 -3.297 0.135  -0.012
C 0.704 -4.587 0.305  -0.005
C 1.035 -5.607 -0.576  0.000
Si 0.773 -1.856 1.306  -0.093
C 2.410 -1.479 2.224  -0.012
C 2.487 -0.362 3.062  -0.002
C 3.679 0.014 3.663  0.001
C 4.834 -0.716 3.424  -0.003
C 4.779 -1.830 2.598  0.000
C 3.582 -2.204 2.005  -0.004
C -0.444 -2.611 2.566  -0.019
C -0.171 -2.687 3.930  -0.006
C -1.093 -3.229 4.815  0.000
C -2.306 -3.711 4.348  -0.004
C -2.595 -3.648 2.991  0.001
C -1.675 -3.095 2.115  -0.004
H 2.126 -6.152 -2.343  0.000
H 3.050 -3.876 -2.670  0.000
H 2.453 -2.067 -1.113  0.000
H 0.055 -4.799 1.147  0.000
H 0.633 -6.602 -0.426  0.000
H 1.595 0.230 3.239  0.000
H 3.712 0.888 4.303  0.000
H 5.773 -0.414 3.871  0.000
H 5.678 -2.401 2.401  0.000
H 3.561 -3.078 1.365  0.000
H 0.777 -2.315 4.303  0.000
H -0.868 -3.273 5.874  0.000
H -3.028 -4.132 5.038  0.000
H -3.545 -4.015 2.621  0.000
H -1.912 -3.033 1.056  0.001

Record 5
ORCA calculation (ωB97M-V/def2-TZVPD) on a molecular structure, C13H10N4O2S2.

Values from the calculation:
frontier orbital gap	6.89	eV
E_HOMO	-0.296	hartree

Each line ends with the natural charge from an NBO analysis.
Geometry (Å):
C -3.829 -2.274 -0.531  -0.651
C -3.325 -0.869 -0.366  -0.048
C -2.005 -0.634 0.020  0.210
C -1.611 0.719 0.161  0.083
N -0.427 1.197 0.555  -0.676
S -0.473 2.807 0.565  0.993
N -1.988 2.989 0.087  -0.601
C -2.539 1.789 -0.106  0.104
C -3.852 1.513 -0.503  -0.225
C -4.209 0.197 -0.617  -0.163
H -5.216 -0.047 -0.919  0.217
H -4.539 2.319 -0.698  0.233
N -1.204 -1.734 0.296  -0.611
C 0.134 -2.020 0.288  0.277
S 0.535 -3.598 0.535  -0.145
N 1.025 -1.008 0.097  -0.670
C 2.363 -1.149 -0.226  0.641
O 2.910 -2.191 -0.490  -0.527
C 3.070 0.140 -0.252  0.145
C 4.396 0.381 -0.514  -0.222
C 4.570 1.777 -0.413  -0.315
C 3.344 2.284 -0.101  0.111
O 2.432 1.310 -0.001  -0.404
H 3.008 3.289 0.070  0.203
H 5.478 2.326 -0.554  0.235
H 5.134 -0.359 -0.744  0.246
H 0.672 -0.051 0.254  0.446
H -1.731 -2.592 0.416  0.431
H -4.838 -2.265 -0.933  0.229
H -3.197 -2.841 -1.213  0.233
H -3.859 -2.796 0.427  0.224

The following molar mass values (in g mol⁻¹) correspond, in order, to the records above: 319.120; 999.676; 403.454; 999.144; 318.383.
The following max |F| values (in hartree/bohr) correspond, in order, to the records above: 0.074; 0.128; 0.013; 0.034; 0.028.